(1)
C5H20BaO5 as an isolated structure. Source: OMol25; level of theory: ωB97M-V with the def2-TZVPD basis set.

Each line ends with the natural charge from an NBO analysis.
CARTESIAN COORDINATES (ANGSTROEM)
Ba1 12.55 -16.49 16.18  1.926
C1 11.74 -20.49 16.76  -0.253
O1 12.09 -19.11 17.04  -0.822
H1 10.66 -20.63 16.76  0.199
H2 12.11 -20.75 15.77  0.194
H3 12.19 -21.16 17.49  0.208
H4 11.82 -18.93 17.94  0.489
C2 9.81 -16.16 18.78  -0.269
O2 11.24 -15.89 18.67  -0.820
H5 9.65 -17.21 18.98  0.193
H6 9.36 -15.59 19.59  0.221
H7 9.30 -15.86 17.86  0.179
H8 11.44 -15.23 19.34  0.508
C3 12.13 -14.68 12.66  -0.255
O3 12.80 -15.08 13.88  -0.831
H9 12.47 -15.27 11.81  0.203
H10 11.06 -14.85 12.80  0.198
H11 12.26 -13.62 12.47  0.206
H12 13.75 -14.95 13.78  0.497
C4 14.56 -19.08 14.39  -0.261
O4 13.52 -18.10 14.11  -0.819
H13 14.99 -18.86 15.37  0.180
H14 14.15 -20.09 14.40  0.198
H15 15.34 -19.04 13.64  0.211
H16 13.03 -18.43 13.35  0.505
C5 13.14 -12.76 16.43  -0.263
O5 13.16 -13.99 17.20  -0.826
H17 12.81 -13.00 15.42  0.189
H18 12.43 -12.06 16.86  0.206
H19 14.13 -12.32 16.38  0.205
H20 13.59 -13.77 18.03  0.504

Gap between HOMO and LUMO, eV: 11.0582
Relative energy (zero: lowest compared OMol25 entry of this formula, charge and spin), eV: 0.014
LUMO level, eV: -6.63
Molecular weight, g mol⁻¹: 297.54
E, eV: -16426.959
Charge: +2



(2)
A 6-piece molecular cluster, C5H20BrN10O5 overall at a distorted geometry. Source: OMol25; level of theory: ωB97M-V with the def2-TZVPD basis set.

Each line ends with the natural charge from an NBO analysis.
CARTESIAN COORDINATES (ANGSTROEM)
Br1 0.24 0.32 -0.26  -0.911
C1 -1.13 2.83 -3.35  0.754
O1 -2.01 2.27 -2.69  -0.644
N1 0.20 2.66 -3.10  -0.854
N2 -1.41 3.45 -4.53  -0.862
H1 0.47 2.12 -2.29  0.441
H2 0.88 3.07 -3.70  0.387
H3 -0.72 4.07 -4.93  0.369
H4 -2.36 3.51 -4.83  0.395
C2 1.39 0.56 3.94  0.768
O2 0.65 1.49 3.66  -0.643
N3 1.79 -0.40 3.06  -0.872
N4 1.90 0.36 5.20  -0.866
H5 2.39 -1.14 3.36  0.368
H6 1.56 -0.28 2.07  0.453
H7 1.76 1.13 5.82  0.398
H8 2.56 -0.36 5.41  0.377
C3 -2.93 -0.21 2.44  0.750
O3 -3.19 0.24 1.33  -0.615
N5 -3.90 -0.56 3.34  -0.856
N6 -1.68 -0.33 2.90  -0.851
H9 -3.58 -1.00 4.18  0.360
H10 -4.83 -0.76 3.02  0.394
H11 -0.93 0.21 2.49  0.450
H12 -1.50 -0.96 3.65  0.358
C4 3.57 1.31 -3.16  0.781
O4 3.15 2.46 -3.19  -0.677
N7 2.88 0.24 -2.64  -0.874
N8 4.83 0.94 -3.54  -0.857
H13 3.15 -0.73 -2.58  0.383
H14 2.01 0.46 -2.16  0.445
H15 5.08 -0.02 -3.47  0.378
H16 5.53 1.65 -3.68  0.395
C5 -2.25 -3.14 -0.32  0.749
O5 -2.85 -2.12 -0.66  -0.624
N9 -2.84 -4.36 -0.27  -0.868
N10 -0.92 -3.14 -0.12  -0.857
H17 -3.81 -4.42 -0.50  0.406
H18 -2.26 -5.12 0.04  0.368
H19 -0.36 -2.28 -0.09  0.456
H20 -0.50 -4.01 0.16  0.350

Gap between HOMO and LUMO, eV: 7.0472
Relative energy (zero: lowest compared OMol25 entry of this formula, charge and spin), eV: 3.144
LUMO level, eV: 2.79
Molecular weight, g mol⁻¹: 380.18
E, eV: -100697.420
Charge: -1



(3)
A 6-piece molecular cluster, C5H20ClN10O5 overall at a distorted geometry. Source: OMol25; level of theory: ωB97M-V with the def2-TZVPD basis set.

Each line ends with the natural charge from an NBO analysis.
CARTESIAN COORDINATES (ANGSTROEM)
Cl1 0.18 -0.36 -1.06  -0.914
C1 1.01 -0.63 2.90  0.775
O1 1.36 -0.53 4.07  -0.681
N1 1.02 -1.83 2.21  -0.860
N2 0.70 0.41 2.09  -0.867
H1 0.38 -1.96 1.43  0.400
H2 1.16 -2.61 2.83  0.392
H3 0.73 1.35 2.46  0.392
H4 0.47 0.28 1.12  0.417
C2 3.52 2.80 -0.34  0.769
O2 4.69 2.81 0.05  -0.668
N3 2.79 3.94 -0.54  -0.853
N4 2.79 1.68 -0.54  -0.853
H5 3.18 4.86 -0.53  0.400
H6 1.91 3.79 -1.00  0.379
H7 1.80 1.57 -0.43  0.413
H8 3.25 0.78 -0.48  0.402
C3 2.81 -3.48 -1.07  0.773
O3 3.39 -4.55 -0.89  -0.693
N5 1.53 -3.31 -1.50  -0.862
N6 3.46 -2.31 -0.74  -0.852
H9 0.90 -4.08 -1.58  0.400
H10 1.21 -2.35 -1.49  0.421
H11 2.81 -1.54 -0.60  0.383
H12 4.20 -2.43 -0.08  0.400
C4 -3.76 -0.85 -2.23  0.770
O4 -4.92 -1.05 -2.57  -0.674
N7 -3.25 -1.45 -1.10  -0.877
N8 -2.95 0.10 -2.75  -0.859
H13 -3.88 -2.22 -0.95  0.404
H14 -2.27 -1.52 -0.87  0.425
H15 -1.95 0.05 -2.64  0.423
H16 -3.40 0.75 -3.36  0.399
C5 -3.50 1.46 1.51  0.770
O5 -4.50 0.89 1.94  -0.680
N9 -3.21 2.77 1.86  -0.854
N10 -2.71 0.92 0.55  -0.853
H17 -3.60 3.24 2.65  0.402
H18 -2.35 3.10 1.44  0.368
H19 -3.10 0.12 0.06  0.429
H20 -1.91 1.38 0.16  0.392

Gap between HOMO and LUMO, eV: 9.5969
Relative energy (zero: lowest compared OMol25 entry of this formula, charge and spin), eV: 0.406
LUMO level, eV: 2.37
Molecular weight, g mol⁻¹: 335.73
E, eV: -43179.478
Charge: -1



(4)
C5H20F2HfN10O5 as an isolated structure at a distorted geometry. Source: OMol25; level of theory: ωB97M-V with the def2-TZVPD basis set.

Each line ends with the natural charge from an NBO analysis.
CARTESIAN COORDINATES (ANGSTROEM)
Hf1 -2.25 3.46 1.62  1.708
F1 -5.03 0.75 1.90  -0.519
F2 -0.37 0.33 0.65  -0.538
C1 2.68 4.95 -2.00  0.753
O1 1.66 4.62 -1.41  -0.677
N1 2.78 5.81 -2.97  -0.800
N2 3.84 4.42 -1.74  -0.799
H1 3.70 6.00 -3.34  0.396
H2 1.98 6.34 -3.29  0.415
H3 4.61 4.59 -2.36  0.386
H4 3.79 3.49 -1.34  0.405
C2 -2.67 1.74 -4.18  0.757
O2 -2.81 2.29 -3.10  -0.597
N3 -3.19 0.55 -4.59  -0.833
N4 -1.91 2.31 -5.05  -0.770
H5 -3.72 -0.03 -3.95  0.420
H6 -2.99 0.18 -5.51  0.400
H7 -1.32 3.07 -4.76  0.424
H8 -1.91 1.90 -5.97  0.396
C3 2.89 -2.23 -2.88  0.730
O3 3.77 -2.68 -3.59  -0.491
N5 2.08 -2.99 -2.23  -0.766
N6 2.67 -0.96 -2.78  -0.793
H9 2.15 -3.99 -2.36  0.438
H10 1.54 -2.41 -1.60  0.395
H11 1.84 -0.75 -2.25  0.384
H12 2.87 -0.54 -3.68  0.423
C4 -1.04 0.12 6.58  0.745
O4 -1.49 0.82 5.73  -0.586
N7 0.25 -0.13 6.58  -0.760
N8 -1.73 -0.41 7.55  -0.798
H13 0.74 0.46 5.92  0.416
H14 0.70 -0.77 7.23  0.409
H15 -1.24 -0.83 8.33  0.403
H16 -2.63 0.03 7.66  0.420
C5 -1.19 -4.93 2.67  0.722
O5 -0.96 -4.74 3.88  -0.439
N9 -1.94 -4.13 2.08  -0.677
N10 -0.70 -5.86 1.89  -0.764
H17 -1.85 -4.05 1.08  0.390
H18 -2.38 -3.31 2.45  0.437
H19 -0.39 -6.76 2.23  0.439
H20 -0.83 -5.73 0.90  0.396

Gap between HOMO and LUMO, eV: 1.7924
Relative energy (zero: lowest compared OMol25 entry of this formula, charge and spin), eV: 21.349
LUMO level, eV: -12.45
Molecular weight, g mol⁻¹: 516.77
E, eV: -37357.282
Charge: +2



(5)
A 6-piece molecular cluster, C5H20FN10O5 overall at a distorted geometry. Source: OMol25; level of theory: ωB97M-V with the def2-TZVPD basis set.

Each line ends with the natural charge from an NBO analysis.
CARTESIAN COORDINATES (ANGSTROEM)
F1 0.29 0.14 0.54  -0.890
C1 -1.19 2.41 2.87  0.769
O1 -1.58 3.07 3.83  -0.684
N1 -0.02 1.71 2.86  -0.867
N2 -1.75 2.48 1.62  -0.849
H1 0.34 1.40 3.74  0.392
H2 0.23 1.21 2.01  0.424
H3 -2.70 2.81 1.54  0.395
H4 -1.40 1.84 0.93  0.391
C2 2.68 -1.15 -2.09  0.774
O2 3.29 -1.49 -3.09  -0.675
N3 1.75 -0.16 -2.04  -0.868
N4 2.88 -1.73 -0.85  -0.858
H5 1.51 0.51 -2.74  0.405
H6 1.22 -0.04 -1.18  0.406
H7 2.26 -1.49 -0.10  0.395
H8 3.29 -2.64 -0.90  0.400
C3 0.45 -3.23 1.65  0.772
O3 0.91 -4.34 1.46  -0.677
N5 -0.78 -2.82 1.26  -0.845
N6 1.19 -2.14 2.11  -0.902
H9 -1.37 -3.56 0.94  0.403
H10 -1.06 -1.85 1.27  0.413
H11 2.09 -2.37 2.48  0.392
H12 0.97 -1.30 1.59  0.426
C4 0.01 3.23 -1.37  0.777
O4 -0.03 4.32 -1.90  -0.670
N7 1.01 2.83 -0.51  -0.861
N8 -0.98 2.28 -1.51  -0.873
H13 0.85 1.95 -0.04  0.413
H14 1.52 3.55 -0.04  0.399
H15 -0.80 1.32 -1.26  0.395
H16 -1.61 2.44 -2.27  0.399
C5 -2.06 -1.32 -1.74  0.767
O5 -2.96 -1.67 -2.49  -0.683
N9 -0.87 -1.95 -1.59  -0.839
N10 -2.24 -0.32 -0.82  -0.889
H17 -0.26 -1.49 -0.94  0.402
H18 -0.51 -2.62 -2.25  0.411
H19 -3.11 0.16 -0.70  0.402
H20 -1.45 0.03 -0.28  0.406

Gap between HOMO and LUMO, eV: 10.0066
Relative energy (zero: lowest compared OMol25 entry of this formula, charge and spin), eV: 0.000
LUMO level, eV: 2.84
Molecular weight, g mol⁻¹: 319.28
E, eV: -33374.515
Charge: -1



(6)
C5H20HfN12O11 as an isolated structure at a distorted geometry. Source: OMol25; level of theory: ωB97M-V with the def2-TZVPD basis set.

Each line ends with the natural charge from an NBO analysis.
CARTESIAN COORDINATES (ANGSTROEM)
Hf1 0.14 -3.13 -2.56  2.551
N1 0.58 -0.56 0.12  0.762
O1 0.34 -1.51 -0.66  -0.644
O2 1.20 -0.63 1.12  -0.408
O3 0.28 0.49 -0.39  -0.492
N2 -2.87 -2.21 -0.68  0.727
O4 -2.07 -2.69 -1.54  -0.638
O5 -3.38 -1.12 -0.85  -0.314
O6 -3.17 -3.00 0.28  -0.418
C1 0.01 -4.44 0.71  0.810
O7 0.17 -4.29 -0.49  -0.812
N3 1.05 -4.47 1.54  -0.768
N4 -1.14 -4.55 1.28  -0.761
H1 0.94 -4.51 2.54  0.428
H2 1.88 -4.10 1.10  0.416
H3 -1.25 -4.73 2.27  0.421
H4 -1.94 -4.16 0.81  0.442
C2 -2.75 2.75 0.47  0.723
O8 -3.63 2.91 1.23  -0.501
N5 -2.08 3.77 0.10  -0.771
N6 -2.40 1.63 -0.09  -0.800
H5 -2.41 4.66 0.45  0.434
H6 -1.47 3.65 -0.69  0.363
H7 -2.94 0.84 0.23  0.428
H8 -1.61 1.61 -0.72  0.392
C3 1.91 3.83 -0.51  0.717
O9 2.33 4.92 -0.65  -0.596
N7 2.47 2.93 0.22  -0.816
N8 0.91 3.37 -1.09  -0.815
H9 3.27 3.13 0.81  0.417
H10 2.27 1.95 0.13  0.372
H11 0.20 4.01 -1.43  0.400
H12 0.72 2.39 -1.03  0.385
C4 2.43 -0.15 -3.25  0.795
O10 1.81 -1.14 -2.85  -0.822
N9 3.62 -0.27 -3.62  -0.735
N10 2.02 1.12 -3.38  -0.782
H13 4.17 -1.12 -3.65  0.430
H14 4.12 0.59 -3.78  0.411
H15 2.68 1.81 -3.72  0.424
H16 1.06 1.38 -3.22  0.426
C5 -1.41 -0.05 3.46  0.736
O11 -2.34 0.07 4.22  -0.547
N11 -0.54 0.87 3.08  -0.787
N12 -0.98 -1.17 3.00  -0.811
H17 -0.84 1.78 3.40  0.419
H18 0.23 0.75 2.45  0.408
H19 -1.57 -1.95 3.24  0.404
H20 -0.05 -1.23 2.62  0.398

Gap between HOMO and LUMO, eV: 1.8829
LUMO level, eV: -12.20
Molecular weight, g mol⁻¹: 602.78
E, eV: -47190.630
Charge: +2



Question: Which of these has the lowest molecular weight?
Answer: C5H20BaO5



Question: Which formula does entry 1 have?
Answer: C5H20BaO5



Copy entry 3 word for word.
A 6-piece molecular cluster, C5H20ClN10O5 overall at a distorted geometry. Source: OMol25; level of theory: ωB97M-V with the def2-TZVPD basis set.

Each line ends with the natural charge from an NBO analysis.
CARTESIAN COORDINATES (ANGSTROEM)
Cl1 0.18 -0.36 -1.06  -0.914
C1 1.01 -0.63 2.90  0.775
O1 1.36 -0.53 4.07  -0.681
N1 1.02 -1.83 2.21  -0.860
N2 0.70 0.41 2.09  -0.867
H1 0.38 -1.96 1.43  0.400
H2 1.16 -2.61 2.83  0.392
H3 0.73 1.35 2.46  0.392
H4 0.47 0.28 1.12  0.417
C2 3.52 2.80 -0.34  0.769
O2 4.69 2.81 0.05  -0.668
N3 2.79 3.94 -0.54  -0.853
N4 2.79 1.68 -0.54  -0.853
H5 3.18 4.86 -0.53  0.400
H6 1.91 3.79 -1.00  0.379
H7 1.80 1.57 -0.43  0.413
H8 3.25 0.78 -0.48  0.402
C3 2.81 -3.48 -1.07  0.773
O3 3.39 -4.55 -0.89  -0.693
N5 1.53 -3.31 -1.50  -0.862
N6 3.46 -2.31 -0.74  -0.852
H9 0.90 -4.08 -1.58  0.400
H10 1.21 -2.35 -1.49  0.421
H11 2.81 -1.54 -0.60  0.383
H12 4.20 -2.43 -0.08  0.400
C4 -3.76 -0.85 -2.23  0.770
O4 -4.92 -1.05 -2.57  -0.674
N7 -3.25 -1.45 -1.10  -0.877
N8 -2.95 0.10 -2.75  -0.859
H13 -3.88 -2.22 -0.95  0.404
H14 -2.27 -1.52 -0.87  0.425
H15 -1.95 0.05 -2.64  0.423
H16 -3.40 0.75 -3.36  0.399
C5 -3.50 1.46 1.51  0.770
O5 -4.50 0.89 1.94  -0.680
N9 -3.21 2.77 1.86  -0.854
N10 -2.71 0.92 0.55  -0.853
H17 -3.60 3.24 2.65  0.402
H18 -2.35 3.10 1.44  0.368
H19 -3.10 0.12 0.06  0.429
H20 -1.91 1.38 0.16  0.392

Gap between HOMO and LUMO, eV: 9.5969
Relative energy (zero: lowest compared OMol25 entry of this formula, charge and spin), eV: 0.406
LUMO level, eV: 2.37
Molecular weight, g mol⁻¹: 335.73
E, eV: -43179.478
Charge: -1